C35H34N7O2PPdS3 | ωB97M-V with the def2-TZVPD basis set

The geometry in XYZ format:
```
83
Properties=species:S:1:pos:R:3:mulliken_charge:R:1
Pd -0.5190 -0.0554 -1.4553 0.378
O -1.6960 -3.9421 -1.6632 -0.703
C -1.4713 -2.8146 -1.2738 0.234
O -1.1122 -1.8404 -2.0494 -0.803
C -1.7023 -2.5034 0.2007 0.581
C -1.8969 -3.5990 1.0755 -1.076
C -2.1452 -3.3521 2.3891 -1.050
C -2.2320 -2.0135 2.8424 1.243
C -2.5013 -1.6702 4.1883 -0.800
C -2.5741 -0.3603 4.5693 -0.706
C -2.3832 0.6667 3.6186 -1.062
C -2.1179 0.3603 2.3144 0.429
C -2.0345 -0.9879 1.8935 -0.499
N -1.7511 -1.2549 0.5865 0.594
H -1.8401 -4.5946 0.6615 0.575
H -2.2822 -4.1619 3.0962 0.432
H -2.6459 -2.4645 4.9110 0.410
H -2.7782 -0.1033 5.6003 0.386
H -2.4430 1.7015 3.9305 0.444
H -1.9648 1.1378 1.5765 0.369
C 1.0047 2.4104 -2.0851 -0.654
N 0.0685 1.8831 -1.0278 1.638
C 0.7683 2.0373 0.2957 0.567
N 1.1310 3.4161 0.5556 0.155
C 2.0247 3.8731 -0.5164 -0.577
N 1.3667 3.7908 -1.8268 0.106
C 0.1606 4.6113 -1.7910 -0.690
N -0.7622 4.1739 -0.7371 0.159
C -1.1235 2.7996 -0.9969 -0.819
C -0.0681 4.2429 0.5509 -0.660
H 0.4925 2.3318 -3.0458 0.219
H 1.8906 1.7769 -2.0823 0.007
H 1.6689 1.4321 0.2662 -1.150
H 0.1003 1.6686 1.0754 -0.170
H 2.9159 3.2516 -0.5223 0.157
H 2.3031 4.9106 -0.3259 0.353
H -0.3491 4.5488 -2.7547 0.366
H 0.4390 5.6496 -1.6065 0.350
H -1.6255 2.7319 -1.9576 0.266
H -1.7961 2.4408 -0.2164 -0.064
H -0.7453 3.9035 1.3385 0.367
H 0.2081 5.2793 0.7497 0.353
S 4.1499 0.8598 -0.6496 -0.605
P 3.1538 -0.7762 -0.2247 1.736
S 1.4898 -1.2799 -1.3294 -0.315
C 2.7306 -0.8679 1.5443 -0.568
C 1.4227 -0.9792 1.9950 1.201
C 1.1514 -1.0134 3.3579 -0.139
C 2.1918 -0.9502 4.2716 -0.771
C 3.5054 -0.8514 3.8240 -0.733
C 3.7745 -0.8049 2.4669 -0.561
C 4.1679 -2.2709 -0.4633 0.244
C 3.6710 -3.5118 -0.0668 -0.344
C 4.4373 -4.6515 -0.2387 -0.706
C 5.7026 -4.5590 -0.8083 -0.415
C 6.1977 -3.3262 -1.2031 -0.724
C 5.4310 -2.1802 -1.0304 -0.390
H 0.6191 -1.0607 1.2728 -0.079
H 0.1272 -1.0952 3.7021 0.246
H 1.9829 -0.9813 5.3335 0.416
H 4.3199 -0.8066 4.5354 0.384
H 4.7968 -0.7131 2.1186 0.394
H 2.6817 -3.5830 0.3696 0.379
H 4.0478 -5.6138 0.0678 0.395
H 6.3004 -5.4515 -0.9433 0.376
H 7.1824 -3.2520 -1.6465 0.398
H 5.8054 -1.2092 -1.3300 0.357
N -0.7298 0.1154 -4.5064 -0.301
C -1.9529 0.3377 -3.9656 -0.012
N -2.1418 0.5313 -2.6887 1.019
C -3.4929 0.6843 -2.3884 -1.209
C -4.0325 0.8169 -1.1143 0.743
C -5.4007 0.9724 -0.9870 -1.096
C -6.2308 0.9916 -2.1089 -0.578
C -5.7049 0.8414 -3.3803 -0.466
C -4.3325 0.6824 -3.5034 0.775
S -3.3835 0.4331 -4.9479 -0.320
H -0.0505 -0.2016 -3.8131 0.092
H -0.7001 -0.3684 -5.3892 0.287
H -3.3872 0.7633 -0.2484 -0.018
H -5.8357 1.0698 -0.0010 0.450
H -7.2986 1.1100 -1.9849 0.397
H -6.3483 0.8378 -4.2500 0.413
```

Calculated values
- energy above the lowest of the compared OMol25 structures with the same formula, charge and spin (kcal/mol) = 0.0
- LUMO level (eV) = -0.168
- largest force on an atom (eV/Å) = 0.45
- energy (a.u.) = -3551.856913
- net charge = 0

---

C35H34N7ORuS3 | ωB97M-V with the def2-TZVPD basis set

The geometry in XYZ format:
```
81
Properties=species:S:1:pos:R:3:mulliken_charge:R:1
Ru 0.2454 0.9466 0.3474 0.208
C 4.2315 -0.5997 -1.0071 -1.399
C 2.8363 -0.5719 -0.4438 0.139
N 2.0353 0.4217 -0.6359 0.497
N 2.6012 1.3253 -1.5519 -0.877
C 1.9229 2.4010 -1.7444 0.532
S 0.5030 2.8784 -0.9253 -0.721
S 2.4958 3.4980 -3.0052 -0.157
C 3.3704 2.3339 -4.0870 -0.990
C 2.5051 1.2136 -4.6112 0.458
C 2.9919 -0.0874 -4.6380 -0.243
C 2.2199 -1.1295 -5.1328 -0.611
C 0.9426 -0.8781 -5.6103 -0.520
C 0.4444 0.4184 -5.5842 -0.545
C 1.2195 1.4548 -5.0880 -0.260
C 2.3996 -1.8034 0.2510 0.568
C 3.1542 -2.3478 1.2877 -0.350
C 2.8211 -3.5639 1.8614 -0.924
C 1.7458 -4.2849 1.3620 -0.666
C 0.9960 -3.7775 0.3126 -0.397
C 1.3086 -2.5345 -0.2140 0.247
O 0.5961 -2.0145 -1.2712 -0.489
H 4.1889 -0.6530 -2.0955 -0.010
H 4.7757 -1.4646 -0.6335 0.576
H 4.7676 0.3169 -0.7634 0.328
H 4.2397 1.9334 -3.5695 0.320
H 3.7241 2.9624 -4.9079 0.413
H 3.9898 -0.2863 -4.2651 0.397
H 2.6165 -2.1371 -5.1404 0.366
H 0.3374 -1.6856 -6.0048 0.451
H -0.5538 0.6225 -5.9508 0.408
H 0.8192 2.4603 -5.0477 0.396
H 4.0097 -1.7940 1.6556 0.536
H 3.4066 -3.9547 2.6829 0.450
H 1.4912 -5.2487 1.7836 0.434
H 0.1569 -4.3298 -0.0924 0.503
S -1.3860 -2.7773 2.5557 -0.503
C -0.2664 -1.9240 3.5684 1.352
C 0.0636 -2.1417 4.9037 -0.785
C 1.0146 -1.3217 5.4775 -0.619
C 1.6263 -0.2965 4.7432 -0.930
C 1.2942 -0.0763 3.4231 -0.811
C 0.3408 -0.9039 2.8347 -1.395
N -0.1020 -0.7942 1.5187 2.291
C -0.9604 -1.7268 1.2393 1.112
C -1.5536 -1.8804 -0.0959 -0.779
C -2.9441 -1.8939 -0.2303 -0.468
C -3.5470 -1.9178 -1.4735 -1.038
C -2.7498 -1.9320 -2.6129 -0.544
C -1.3726 -1.9661 -2.5040 -0.662
C -0.7658 -1.9646 -1.2531 0.512
H -0.4058 -2.9321 5.4740 0.464
H 1.2923 -1.4741 6.5120 0.435
H 2.3692 0.3281 5.2215 0.454
H 1.7514 0.7076 2.8291 0.504
H -3.5514 -1.8535 0.6672 0.528
H -4.6251 -1.9100 -1.5554 0.440
H -3.2053 -1.9281 -3.5945 0.434
H -0.7325 -1.9857 -3.3763 0.486
C -1.3124 3.1175 1.8625 -0.629
N -1.6109 1.7956 1.2355 1.189
C -2.5880 2.0337 0.1307 -0.576
N -3.8004 2.6909 0.5992 0.066
C -3.4252 3.9687 1.2115 -0.723
N -2.5130 3.7853 2.3438 0.031
C -3.1664 2.9269 3.3290 -0.707
N -3.5271 1.6269 2.7600 0.113
C -2.3183 0.9868 2.2647 -0.199
C -4.4230 1.8556 1.6237 -0.684
H -0.8151 3.7439 1.1252 0.156
H -0.6265 2.9427 2.6941 0.283
H -2.8353 1.0645 -0.3092 0.108
H -2.1053 2.6493 -0.6261 0.243
H -4.3277 4.4738 1.5606 0.348
H -2.9382 4.5926 0.4605 0.351
H -4.0708 3.4191 3.6914 0.344
H -2.4897 2.7705 4.1716 0.356
H -2.5932 0.0324 1.8178 -0.463
H -1.6321 0.8124 3.0949 0.166
H -5.3319 2.3431 1.9812 0.344
H -4.6903 0.8925 1.1825 0.339
```

Calculated values
- energy above the lowest of the compared OMol25 structures with the same formula, charge and spin (kcal/mol) = 27.4
- multiplicity = 2
- LUMO level (alpha / beta) (eV) = -0.055 / -0.062
- largest force on an atom (eV/Å) = 0.14
- energy (a.u.) = -3102.114355
- <S²> = 0.75
- net charge = 0

---

C35H35AuIO3PS2 | ωB97M-V with the def2-TZVPD basis set

The geometry in XYZ format:
```
78
Properties=species:S:1:pos:R:3:mulliken_charge:R:1
Au 0.0494 -0.4140 -0.5583 0.706
O -1.3689 1.5102 0.6757 0.146
S -2.3594 1.4490 1.8171 0.487
C -3.6796 0.2931 1.3655 -0.645
C -4.4164 0.4711 0.0423 -1.067
C -3.6041 0.1249 -1.2163 -0.243
C -3.0258 1.3800 -1.8475 0.320
S -1.7339 1.0353 -3.0636 0.066
O -0.7257 0.0971 -2.4126 -0.607
C -1.0361 2.6731 -3.0634 0.684
C -0.2377 3.1027 -2.0128 0.017
C 0.2392 4.4033 -2.0244 -0.737
C -0.0873 5.2580 -3.0718 -0.661
C -0.8911 4.8153 -4.1121 -0.559
C -1.3680 3.5115 -4.1162 -0.444
C -3.2836 2.9767 1.7500 0.391
C -4.3265 3.1854 2.6444 -0.470
C -5.0198 4.3836 2.6038 -0.748
C -4.6601 5.3672 1.6897 -0.499
C -3.6003 5.1574 0.8212 -0.703
C -2.9011 3.9571 0.8492 -0.167
H -4.3744 0.3716 2.2058 0.733
H -3.2080 -0.6918 1.4376 0.129
H -4.8142 1.4875 -0.0200 0.390
H -5.2872 -0.1855 0.0893 0.483
H -4.2325 -0.4030 -1.9345 0.522
H -2.7907 -0.5549 -0.9478 -0.073
H -2.5669 2.0147 -1.0940 -0.806
H -3.7750 1.9499 -2.4025 0.620
H -0.0404 2.4283 -1.1873 0.070
H 0.8532 4.7669 -1.2100 0.456
H 0.2861 6.2729 -3.0765 0.428
H -1.1391 5.4798 -4.9282 0.421
H -1.9782 3.1535 -4.9365 0.461
H -4.5971 2.4290 3.3718 0.400
H -5.8382 4.5536 3.2899 0.425
H -5.2028 6.3021 1.6644 0.414
H -3.3126 5.9297 0.1203 0.456
H -2.0619 3.7835 0.1882 0.215
I 4.8877 1.3289 -0.0340 0.607
C 2.9987 1.0297 -0.3050 -0.180
H 2.6593 0.1449 -0.8363 0.274
H 2.2763 1.7093 0.1346 0.235
O 1.1368 -1.2447 0.9741 -0.631
P 0.7391 -1.7910 2.3479 1.263
C 2.1202 -2.6578 3.0682 0.207
C 2.8150 -2.1425 4.1606 -0.346
C 3.8977 -2.8392 4.6782 -0.773
C 4.2843 -4.0423 4.1067 -0.505
C 3.5963 -4.5568 3.0129 -0.708
C 2.5134 -3.8705 2.4948 -0.465
C -0.6290 -2.9471 2.2748 0.605
C -1.5301 -2.9411 1.2125 -0.265
C -2.5991 -3.8232 1.2012 -0.565
C -2.7781 -4.7107 2.2529 -0.591
C -1.8809 -4.7273 3.3121 -0.826
C -0.8044 -3.8549 3.3215 -0.497
C 0.2978 -0.4294 3.4329 1.043
C -0.4969 -0.6201 4.5630 -0.523
C -0.7652 0.4445 5.4083 -0.650
C -0.2402 1.7010 5.1344 -0.668
C 0.5467 1.8981 4.0089 -0.393
C 0.8113 0.8359 3.1593 -0.373
H 2.5044 -1.2109 4.6167 0.437
H 4.4311 -2.4486 5.5342 0.451
H 5.1206 -4.5899 4.5203 0.425
H 3.8996 -5.4979 2.5748 0.439
H 1.9667 -4.2792 1.6530 0.427
H -1.3900 -2.2646 0.3770 -0.102
H -3.2850 -3.8285 0.3645 0.488
H -3.6098 -5.4021 2.2408 0.433
H -2.0108 -5.4303 4.1235 0.447
H -0.0892 -3.8979 4.1345 0.495
H -0.9134 -1.5946 4.7841 0.418
H -1.3817 0.2937 6.2841 0.464
H -0.4489 2.5286 5.7992 0.424
H 0.9440 2.8811 3.7927 0.439
H 1.4052 0.9834 2.2661 0.028
```

Calculated values
- energy above the lowest of the compared OMol25 structures with the same formula, charge and spin (kcal/mol) = 37.1
- LUMO level (eV) = -9.126
- largest force on an atom (eV/Å) = 0.36
- energy (a.u.) = -3150.932249
- net charge = +2